Below is a molecular structure, C25H20BrN6O7PtS2, with properties calculated with ωB97M-V with the def2-TZVPD basis set.

```
! RIJCOSX wB97M-V def2-TZVPD def2/J DEFGRID3
* xyz -1 1
Pt 0.73869 -0.06346 -0.62260
O -2.82828 1.81428 1.03994
S -1.83250 1.85539 0.00716
O -1.33859 3.15352 -0.38421
O -0.67401 0.97689 0.42392
C -2.64527 1.18724 -1.45500
C -3.97556 0.84469 -1.26373
C -4.78058 0.46165 -2.32836
C -4.27405 0.43789 -3.61311
C -2.94541 0.76954 -3.82350
C -2.13594 1.13412 -2.75631
S -0.43899 1.23788 -3.25056
O -0.30989 2.06856 -4.39630
O -0.15720 -0.23400 -3.66037
O 0.43077 1.56047 -2.12122
H -4.37217 0.88719 -0.26117
H -5.80814 0.17938 -2.14004
H -4.88395 0.13227 -4.45189
H -2.52264 0.69769 -4.81688
Br 2.29095 5.25888 1.00665
C 2.76784 3.44412 0.85791
C 4.00963 3.00207 1.27760
C 4.31280 1.65810 1.14005
C 3.36708 0.80766 0.60278
N 2.16836 1.25287 0.21873
C 1.85680 2.54944 0.32641
H 4.72213 3.69712 1.70023
H 5.27173 1.26856 1.44991
H 3.54021 -0.25157 0.46973
H 0.87112 2.85551 -0.00461
N -0.59502 -1.23899 -1.48938
C -0.69823 -1.31181 -2.73544
C -1.32795 -2.29442 -3.53780
C -1.63050 -3.54636 -2.95185
N -1.87322 -4.56813 -2.47063
C -1.79206 -2.00950 -4.83957
N -2.18953 -1.78207 -5.90210
O 3.63663 -0.30372 -3.41116
C 2.89325 -0.57079 -2.53786
N 2.20121 -0.94364 -1.63188
C -0.24433 -0.62911 4.77804
N 0.13938 0.40728 3.85418
C -0.99002 1.21635 3.42868
C 1.14094 0.11326 2.84107
C 1.12627 -1.25278 2.15400
C 1.38226 -2.36471 2.96995
C 1.43305 -3.65578 2.48639
C 1.25870 -3.87446 1.12721
C 1.05941 -2.79639 0.28599
C 0.99522 -1.49432 0.78717
H -0.96301 -0.20842 5.48340
H 0.61375 -0.97911 5.35909
H -0.71425 -1.50289 4.30279
H -1.37595 1.77239 4.28838
H -1.81292 0.63805 2.99322
H -0.67195 1.94129 2.68117
H 2.13926 0.21711 3.28936
H 1.04194 0.89635 2.09499
H 1.55305 -2.19586 4.02615
H 1.61078 -4.48122 3.16469
H 1.28587 -4.87329 0.71112
H 0.94299 -2.96825 -0.77052
*
```

For the HOMO energy, the calculation gives -0.17948 Ha. As for the frontier orbital gap: 6.5 eV. The energy relative to the best compared isomer or geometry (same formula, charge and spin) comes out at 169.0 kJ/mol.

---

Below is a single C6H9N molecule, with properties calculated with ωB97M-V with the def2-TZVPD basis set.

```
! RIJCOSX wB97M-V def2-TZVPD def2/J DEFGRID3
* xyz 0 1
C -2.26672 -0.75985 1.11141
C -0.98458 -0.55657 0.36565
C -0.24097 -1.35813 -0.50831
N 1.00668 -0.75513 -0.69031
C 1.03725 0.50558 -0.17050
C 2.04600 1.47333 -0.70950
C -0.24298 0.66566 0.34955
H -2.12867 -1.53279 1.93068
H -2.56883 0.12178 1.66902
H -3.23262 -1.00634 0.59711
H -0.31613 -2.25912 -1.03123
H 1.84116 -1.23116 -0.97817
H 1.72216 1.81364 -1.73792
H 2.04814 2.43277 -0.13498
H 2.91950 0.96571 -1.00882
H -0.63940 1.48064 0.94633
*
```

For the HOMO energy, the calculation gives -0.28335 Ha. As for the frontier orbital gap: 8.7 eV. The energy relative to the best compared isomer or geometry (same formula, charge and spin) comes out at 120.1 kJ/mol. Its SMILES is Cc1c[nH]c(C)c1.

---

Below is a molecular structure, C16H32BBrF4O12Pt, with properties calculated with ωB97M-V with the def2-TZVPD basis set.

```
! RIJCOSX wB97M-V def2-TZVPD def2/J DEFGRID3
* xyz 0 3
Pt -0.23634 -0.30538 -0.18765
Br -0.91815 2.21811 -0.38207
B 0.04949 -2.92491 0.49588
F -0.14883 -3.99601 -0.40516
F 1.14148 -2.12161 0.17428
F -1.04781 -2.09179 0.45717
F 0.02337 -3.31624 1.77345
C 1.46247 1.88400 5.17382
C 0.56319 1.64823 3.98451
O -0.21510 0.53251 4.22181
C -0.90970 -0.05077 3.33921
O -0.73466 0.05213 2.12587
O -1.76746 -0.84929 3.96084
C -2.63385 -1.67272 3.21174
H 2.16751 2.69737 5.00220
H 1.97453 0.92181 5.18358
H 0.82436 1.87993 6.05750
H 1.13519 1.61061 3.05742
H -0.11423 2.49674 3.88840
H -3.17039 -0.97953 2.56390
H -3.35965 -2.39003 3.59485
H -1.94844 -2.30794 2.65067
C 1.22525 3.02730 -4.66344
C 0.67513 1.87110 -3.72319
O 1.24712 0.53859 -4.02887
C 1.24367 -0.50569 -3.19019
O 0.83770 -0.41420 -2.05457
O 1.66985 -1.61364 -3.81271
C 1.82662 -2.85219 -3.15723
H 0.93305 2.65832 -5.64658
H 2.30800 3.13459 -4.59829
H 0.69498 3.97090 -4.53488
H -0.40585 1.73697 -3.76282
H 0.91723 2.03147 -2.67259
H 2.01904 -3.74661 -3.74976
H 0.88216 -3.21756 -2.75403
H 2.54342 -2.86554 -2.33618
C -5.43336 -2.87821 0.17183
C -4.06225 -2.53621 -0.42348
O -4.24082 -1.44397 -1.40242
C -3.19845 -0.75074 -1.82413
O -2.01761 -0.88544 -1.48539
O -3.66417 -0.07359 -2.85985
C -2.78057 0.76102 -3.52998
H -5.80938 -2.08185 0.81409
H -5.24075 -3.79335 0.73175
H -6.07766 -3.05445 -0.68953
H -3.66322 -3.50065 -0.73773
H -3.31030 -2.15903 0.26964
H -2.23655 1.46956 -2.90539
H -3.45412 1.29001 -4.20420
H -2.06216 0.14304 -4.06860
C 3.14289 4.29685 1.35576
C 2.48395 3.01674 0.86506
O 3.31243 1.91150 1.12063
C 2.94966 0.70502 0.81680
O 1.81970 0.29392 0.44875
O 3.96645 -0.07216 1.27624
C 3.77603 -1.44709 1.37601
H 3.87781 4.62572 0.62103
H 3.61497 4.03625 2.30304
H 2.37298 5.06689 1.40464
H 2.31516 3.06903 -0.21052
H 1.54135 2.85912 1.38923
H 4.75358 -1.90894 1.51459
H 3.45777 -1.87852 0.42696
H 3.11233 -1.76950 2.17830
*
```

For the HOMO energy (spin up / spin down), the calculation gives -0.30141 / -0.30088 Ha. As for the frontier orbital gap (spin up / spin down): 8.7 / 8.1 eV.

---

Below is a molecular structure, C37H26F5GeMnN5S, with properties calculated with ωB97M-V with the def2-TZVPD basis set.

```
! RIJCOSX wB97M-V def2-TZVPD def2/J DEFGRID3
* xyz 2 6
Mn 0.58109 1.39294 0.29095
N 1.82226 2.43418 -3.73628
C 1.11483 2.33518 -2.62792
N 1.57376 1.80313 -1.52247
C 2.89516 1.35540 -1.47351
N 3.40212 0.92137 -0.35768
N 2.46774 0.99001 0.65300
C 2.80628 0.69659 1.84324
C 1.75242 0.84803 2.85478
C 1.95220 0.64557 4.19948
C 0.90808 0.91659 5.07819
C -0.29971 1.35303 4.57006
C -0.43846 1.50058 3.19664
N 0.56530 1.25683 2.35661
C 3.69050 1.37329 -2.68756
C 4.98790 0.85053 -2.75003
C 5.68200 0.88514 -3.93673
C 5.10068 1.45167 -5.07613
C 3.82766 1.97911 -5.03129
C 3.12820 1.93022 -3.83174
H 1.40765 2.87688 -4.54312
H 0.10177 2.71859 -2.63537
H 3.82282 0.38842 2.06718
H 2.91635 0.30000 4.55118
H 1.04618 0.80167 6.14605
H -1.12986 1.59876 5.21799
H -1.36632 1.83724 2.75615
H 5.42599 0.43201 -1.85374
H 6.68037 0.47070 -3.99323
H 5.65402 1.47624 -6.00575
H 3.37403 2.41945 -5.91237
F -6.52378 3.24128 -1.43753
C -5.25191 3.17086 -1.09600
C -4.26897 3.26945 -2.06401
F -4.60489 3.43589 -3.33454
C -2.94398 3.18495 -1.69505
F -2.02190 3.26522 -2.66363
C -2.55564 3.01346 -0.37158
S -0.86470 3.04712 0.09351
C -3.56871 2.91010 0.57350
F -3.26911 2.70840 1.86228
C -4.90041 2.98429 0.22790
F -5.84300 2.86431 1.15445
C 0.21030 -1.15709 -2.45824
Ge -0.20489 -0.86124 -0.56163
C -2.13529 -1.11757 -0.39935
C -2.75519 -2.19746 -1.03643
C -4.13365 -2.36372 -0.95670
C -4.90587 -1.45640 -0.24155
C -4.30106 -0.38501 0.40149
C -2.92246 -0.21677 0.31757
C 0.64720 -2.39950 0.35633
C 1.59752 -3.18017 -0.35808
C 2.17799 -4.30303 0.18811
C 1.88466 -4.66816 1.51156
C 0.97050 -3.92018 2.27921
C 0.65794 -4.30377 3.59142
C -0.26287 -3.57687 4.34180
C -0.88101 -2.46928 3.78466
C -0.57515 -2.06938 2.48152
C 0.34972 -2.77765 1.70525
H -0.08450 -2.15786 -2.77675
H 1.27234 -1.02103 -2.68030
H -0.36127 -0.43752 -3.04782
H -2.16841 -2.91904 -1.59585
H -4.60507 -3.20239 -1.45476
H -5.97959 -1.58479 -0.18827
H -4.90321 0.31624 0.96901
H -2.45522 0.62654 0.81354
H 1.86088 -2.90369 -1.37206
H 2.86250 -4.90095 -0.40012
H 2.37186 -5.52740 1.96100
H 1.12816 -5.18780 4.00779
H -0.50611 -3.88493 5.35049
H -1.61581 -1.91899 4.35870
H -1.07095 -1.20783 2.05256
*
```

For the HOMO energy (spin up / spin down), the calculation gives -0.47212 / -0.50034 Ha. As for the frontier orbital gap (spin up / spin down): 5.6 / 4.9 eV.

---

Below is a single C18H22N2O4S molecule, with properties calculated with ωB97M-V with the def2-TZVPD basis set.

```
! RIJCOSX wB97M-V def2-TZVPD def2/J DEFGRID3
* xyz 0 1
C 1.53875 3.38210 1.96788
C 0.11586 3.34143 1.42647
C 0.03223 2.59690 0.09655
S 0.46792 0.81409 0.27513
C 2.05272 0.73959 -0.45460
N 2.59130 1.89027 -0.82845
C 3.78890 1.90098 -1.37829
C 4.54041 0.75405 -1.58728
C 3.98578 -0.45349 -1.20331
C 2.71912 -0.48734 -0.62615
C 2.16050 -1.81002 -0.25734
O 2.75738 -2.84615 -0.42998
O 0.94103 -1.69612 0.26631
C 0.18864 -2.85885 0.66004
C -0.10303 -3.75643 -0.53719
C 0.88356 -3.61066 1.78936
C -1.36574 2.64897 -0.50454
O -1.62479 3.27118 -1.50982
N -2.28952 1.96370 0.20914
C -3.61064 1.69426 -0.30606
C -3.80485 0.22903 -0.53415
C -2.90550 -0.77309 -0.75352
C -3.66641 -1.96334 -0.87502
C -4.96460 -1.59432 -0.71996
O -5.05869 -0.26882 -0.50773
H 1.89692 2.37565 2.17298
H 2.20704 3.84180 1.24440
H 1.57498 3.95391 2.89182
H -0.54277 2.86870 2.15896
H -0.24396 4.35975 1.25968
H 0.74847 3.00993 -0.61586
H 4.15514 2.87994 -1.65856
H 5.51884 0.80602 -2.03582
H 4.50632 -1.38995 -1.34043
H -0.74528 -2.41654 1.02732
H -0.79193 -4.54204 -0.23956
H 0.81523 -4.20972 -0.90090
H -0.55265 -3.17582 -1.33971
H 1.80640 -4.05881 1.43106
H 0.22831 -4.39450 2.15862
H 1.11422 -2.92974 2.60571
H -1.97560 1.38055 0.97015
H -3.69912 2.25597 -1.24352
H -4.37736 2.05687 0.38861
H -1.84094 -0.67619 -0.82040
H -3.29373 -2.95079 -1.05384
H -5.87885 -2.15295 -0.73817
*
```

For the HOMO energy, the calculation gives -0.31394 Ha. As for the frontier orbital gap: 8.7 eV. The energy relative to the best compared isomer or geometry (same formula, charge and spin) comes out at 83.5 kJ/mol. Its SMILES is CC[C@@H](Sc1ncccc1C(=O)OC(C)C)C(=O)NCc1ccco1.

---

| no. | molar mass (g mol⁻¹) | electronic energy (eV) |
| --- | --- | --- |
| 1 | 855.6 | -144482.355 |
| 2 | 95.1 | -7856.915 |
| 3 | 778.2 | -126518.682 |
| 4 | 795.3 | -158485.364 |
| 5 | 362.5 | -41028.844 |